{
  "formula": "C32H76N4O16",
  "method": "wB97M-V/def2-TZVPD",
  "elements": ["C", "O", "C", "C", "C", "N", "H", "H", "H", "H", "H", "H", "H", "H", "H", "H", "H", "C", "O", "C", "C", "C", "N", "H", "H", "H", "H", "H", "H", "H", "H", "H", "H", "H", "C", "O", "C", "C", "C", "N", "H", "H", "H", "H", "H", "H", "H", "H", "H", "H", "H", "C", "O", "C", "C", "C", "N", "H", "H", "H", "H", "H", "H", "H", "H", "H", "H", "H", "C", "C", "O", "C", "O", "O", "C", "H", "H", "H", "H", "H", "H", "H", "H", "C", "C", "O", "C", "O", "O", "C", "H", "H", "H", "H", "H", "H", "H", "H", "C", "C", "O", "C", "O", "O", "C", "H", "H", "H", "H", "H", "H", "H", "H", "C", "C", "O", "C", "O", "O", "C", "H", "H", "H", "H", "H", "H", "H", "H"],
  "xyz": [[-24.72, -2.81, -23.93], [-25.00, -1.80, -23.10], [-26.03, -2.15, -22.15], [-26.13, -1.14, -21.02], [-24.77, -0.88, -20.41], [-26.99, -1.68, -19.96], [-25.45, -2.87, -24.76], [-24.79, -3.80, -23.45], [-23.73, -2.63, -24.33], [-27.02, -2.23, -22.66], [-25.87, -3.16, -21.71], [-26.55, -0.19, -21.36], [-24.32, -1.81, -20.05], [-24.83, -0.15, -19.60], [-24.08, -0.51, -21.18], [-27.95, -1.87, -20.36], [-26.64, -2.63, -19.74], [-37.87, -8.67, -28.50], [-36.99, -8.60, -27.40], [-36.05, -7.59, -27.58], [-35.12, -7.56, -26.39], [-35.90, -7.18, -25.12], [-34.04, -6.60, -26.58], [-38.32, -7.69, -28.67], [-38.64, -9.36, -28.17], [-37.35, -8.99, -29.40], [-35.47, -7.79, -28.50], [-36.56, -6.62, -27.69], [-34.72, -8.56, -26.15], [-36.45, -6.24, -25.19], [-35.23, -7.17, -24.26], [-36.65, -7.95, -24.89], [-33.44, -6.58, -25.76], [-33.45, -6.98, -27.32], [-32.92, -4.27, -22.16], [-31.62, -4.33, -21.63], [-31.54, -3.81, -20.35], [-30.17, -3.19, -20.09], [-30.16, -2.67, -18.64], [-29.88, -2.05, -21.01], [-33.27, -3.23, -22.20], [-33.63, -4.86, -21.57], [-32.85, -4.67, -23.17], [-32.36, -3.09, -20.15], [-31.74, -4.62, -19.61], [-29.43, -3.99, -20.18], [-30.08, -3.52, -17.96], [-31.04, -2.07, -18.41], [-29.29, -2.05, -18.44], [-30.62, -1.35, -20.81], [-30.17, -2.34, -21.96], [-26.87, -5.44, -27.28], [-28.17, -5.11, -26.86], [-28.58, -3.82, -27.33], [-29.77, -3.35, -26.58], [-31.02, -4.20, -26.80], [-30.06, -1.96, -26.81], [-26.81, -5.38, -28.38], [-26.68, -6.45, -26.92], [-26.12, -4.77, -26.84], [-27.77, -3.10, -27.12], [-28.76, -3.79, -28.42], [-29.60, -3.49, -25.51], [-31.82, -4.01, -26.08], [-30.83, -5.28, -26.81], [-31.52, -4.01, -27.77], [-30.43, -1.77, -27.74], [-30.70, -1.56, -26.15], [-33.88, -14.19, -24.10], [-33.34, -14.24, -25.51], [-32.14, -13.44, -25.57], [-31.37, -13.66, -26.60], [-31.55, -14.51, -27.33], [-30.43, -12.77, -26.62], [-29.37, -13.07, -27.51], [-33.33, -14.88, -23.47], [-34.91, -14.56, -24.11], [-33.91, -13.17, -23.74], [-34.04, -13.80, -26.25], [-33.19, -15.27, -25.84], [-28.96, -14.05, -27.28], [-28.62, -12.31, -27.36], [-29.75, -13.01, -28.53], [-26.67, -7.79, -20.78], [-25.72, -7.52, -19.64], [-25.04, -6.30, -19.77], [-25.81, -5.27, -19.94], [-26.96, -5.25, -19.90], [-25.12, -4.19, -20.20], [-23.66, -4.19, -20.11], [-27.10, -8.78, -20.68], [-26.14, -7.71, -21.74], [-27.46, -7.05, -20.88], [-25.00, -8.32, -19.56], [-26.30, -7.44, -18.72], [-23.35, -4.28, -19.07], [-23.33, -3.27, -20.57], [-23.23, -5.04, -20.65], [-28.23, -5.30, -23.03], [-29.49, -5.64, -23.74], [-30.03, -6.83, -23.23], [-31.00, -7.36, -23.94], [-31.62, -6.83, -24.78], [-31.17, -8.63, -23.59], [-32.14, -9.33, -24.34], [-27.44, -5.99, -23.32], [-28.33, -5.25, -21.94], [-27.94, -4.29, -23.31], [-29.16, -5.77, -24.78], [-30.21, -4.83, -23.69], [-32.06, -10.37, -24.04], [-31.97, -9.24, -25.41], [-33.13, -8.98, -24.03], [-34.01, -11.64, -28.70], [-32.69, -11.01, -29.04], [-32.40, -10.02, -28.05], [-31.27, -9.32, -28.25], [-30.58, -9.40, -29.21], [-31.01, -8.54, -27.20], [-29.65, -8.05, -27.12], [-34.19, -12.50, -29.35], [-34.83, -10.95, -28.91], [-34.08, -11.91, -27.65], [-32.72, -10.57, -30.04], [-31.92, -11.79, -29.04], [-28.99, -8.92, -27.10], [-29.45, -7.43, -26.25], [-29.44, -7.44, -28.00]],
  "total_charge": 0,
  "smiles": "COC[C@H](C)N.COC[C@H](C)N.COC[C@H](C)N.COC[C@H](C)N.CCOC(=O)OC.CCOC(=O)OC.CCOC(=O)OC.CCOC(=O)OC",
  "orbital_gap_ev": 9.1269,
  "relative_energy_ev": 0.000,
  "energy_ha": -2687.64847
}


{
  "formula": "C6H10N2O5",
  "method": "wB97M-V/def2-TZVPD",
  "elements": ["N", "C", "C", "C", "O", "O", "C", "O", "N", "C", "C", "O", "O", "H", "H", "H", "H", "H", "H", "H", "H", "H", "H"],
  "xyz": [[2.26, -0.11, -0.49], [1.07, 0.67, -0.06], [0.88, 1.98, -0.84], [0.22, 3.04, -0.03], [0.13, 3.06, 1.18], [-0.32, 3.99, -0.77], [-0.22, -0.23, -0.24], [-1.33, 0.28, -0.49], [-0.02, -1.54, -0.10], [-1.10, -2.51, -0.22], [-2.00, -2.75, 1.06], [-3.14, -3.08, 1.01], [-1.30, -2.57, 2.20], [3.12, 0.22, -0.02], [2.45, -0.03, -1.50], [1.24, 0.90, 0.96], [1.85, 2.44, -1.10], [0.28, 1.84, -1.78], [-0.74, 4.60, -0.12], [0.92, -1.81, 0.05], [-0.63, -3.43, -0.50], [-1.76, -2.28, -1.13], [-1.87, -2.70, 2.94]],
  "total_charge": 0,
  "smiles": "N[C@@H](CC(=O)O)C(=O)NCC(=O)O",
  "orbital_gap_ev": 10.2447,
  "relative_energy_ev": 0.935,
  "energy_ha": -720.40040
}


{
  "formula": "C8H11N5",
  "method": "wB97M-V/def2-TZVPD",
  "elements": ["C", "C", "C", "C", "N", "C", "N", "C", "N", "N", "N", "C", "C", "H", "H", "H", "H", "H", "H", "H", "H", "H", "H", "H"],
  "xyz": [[1.68, -2.37, 0.06], [1.45, -0.90, -0.14], [0.24, -0.30, -0.01], [0.10, 1.15, -0.04], [-1.03, 1.95, -0.09], [-2.35, 1.71, 0.01], [-2.91, 0.49, -0.11], [-3.95, -0.13, -0.05], [-4.83, -1.01, -0.02], [1.22, 1.88, 0.13], [2.34, 1.29, -0.17], [3.59, 0.72, 0.26], [2.59, 0.00, -0.61], [1.67, -3.01, -0.84], [1.11, -2.74, 0.80], [2.63, -2.27, 0.49], [-0.62, -0.88, 0.32], [-0.76, 2.94, 0.04], [-2.95, 2.46, 0.35], [-4.89, -1.40, 0.95], [-5.44, -1.45, -0.76], [3.65, 0.55, 1.31], [4.47, 1.25, -0.22], [2.96, 0.09, -1.64]],
  "total_charge": 2,
  "smiles": "CC1=CC(NC=[N+]=C=[NH2+])=NN2C[C@@H]12",
  "orbital_gap_ev": [7.0316, 6.4450],
  "relative_energy_ev": 5.429,
  "energy_ha": -584.39506
}


{
  "formula": "C4H12OS",
  "method": "wB97M-V/def2-TZVPD",
  "elements": ["C", "C", "O", "H", "H", "H", "H", "H", "H", "C", "C", "S", "H", "H", "H", "H", "H", "H"],
  "xyz": [[2.43, -0.47, 4.55], [4.01, -0.39, 5.11], [4.05, -1.45, 6.04], [2.63, -0.45, 3.47], [2.03, -1.46, 4.72], [1.94, 0.36, 5.04], [4.05, 0.62, 5.46], [4.76, -0.67, 4.36], [3.89, -1.25, 6.96], [-3.92, -0.53, -4.21], [-2.42, -0.17, -4.34], [-2.12, 1.56, -3.75], [-3.93, -1.62, -4.28], [-4.41, -0.18, -5.12], [-4.41, -0.02, -3.38], [-1.69, -0.87, -3.89], [-2.12, -0.22, -5.37], [-1.68, 1.27, -2.53]],
  "total_charge": 0,
  "smiles": "CCO.CCS",
  "orbital_gap_ev": 10.0312,
  "relative_energy_ev": 1.805,
  "energy_ha": -632.96076
}


{
  "formula": "C29H57GeN2O2OsPS2SeSi4",
  "method": "wB97M-V/def2-TZVPD",
  "elements": ["Os", "C", "C", "O", "P", "S", "S", "O", "C", "C", "H", "H", "H", "H", "H", "H", "H", "H", "H", "H", "C", "Si", "C", "C", "C", "H", "H", "H", "H", "H", "H", "H", "H", "H", "H", "H", "N", "C", "C", "C", "C", "N", "C", "C", "H", "H", "H", "H", "C", "Si", "C", "C", "Ge", "Si", "C", "C", "C", "Si", "C", "C", "C", "H", "H", "H", "H", "H", "H", "H", "H", "H", "H", "H", "H", "H", "H", "H", "H", "H", "H", "H", "H", "H", "H", "H", "H", "H", "H", "H", "Se", "C", "C", "C", "C", "C", "C", "H", "H", "H", "H", "H"],
  "xyz": [[-0.45, -0.31, 0.05], [1.32, -1.14, -6.65], [0.43, -2.16, -5.98], [0.56, -2.06, -4.54], [-0.56, -1.38, -3.65], [0.61, -1.08, -1.96], [-1.54, 0.06, -4.47], [-1.46, -2.67, -3.31], [-2.60, -2.55, -2.44], [-3.31, -3.88, -2.41], [1.26, -1.25, -7.73], [2.36, -1.27, -6.34], [0.99, -0.13, -6.39], [0.73, -3.18, -6.22], [-0.61, -2.03, -6.26], [-3.24, -1.74, -2.80], [-2.24, -2.28, -1.44], [-3.64, -4.16, -3.41], [-4.18, -3.82, -1.76], [-2.64, -4.66, -2.03], [-3.96, 0.58, 2.48], [-2.16, 0.93, 2.88], [-2.00, 0.74, 4.74], [-1.62, 2.68, 2.47], [-0.92, -0.25, 2.12], [-4.59, 1.33, 2.95], [-4.23, -0.39, 2.91], [-4.19, 0.56, 1.42], [-2.66, 1.44, 5.27], [-0.98, 0.92, 5.08], [-2.28, -0.27, 5.06], [-2.35, 3.43, 2.81], [-1.45, 2.84, 1.41], [-0.68, 2.89, 3.00], [-1.11, -1.26, 2.48], [0.01, 0.05, 2.63], [2.91, 6.55, 0.94], [2.47, 5.51, 0.76], [1.91, 4.20, 0.54], [1.18, 3.93, -0.60], [0.65, 2.66, -0.76], [0.82, 1.69, 0.14], [1.56, 1.95, 1.22], [2.12, 3.18, 1.47], [1.00, 4.69, -1.36], [0.09, 2.40, -1.64], [1.71, 1.12, 1.90], [2.71, 3.35, 2.36], [0.57, -4.56, -1.01], [0.52, -3.87, 0.73], [1.42, -5.09, 1.85], [-1.28, -3.81, 1.28], [1.57, -1.70, 0.96], [3.62, -1.54, -0.32], [3.88, 0.27, -0.79], [5.10, -2.06, 0.73], [3.75, -2.58, -1.87], [2.08, -1.62, 3.34], [0.67, -2.24, 4.42], [3.53, -2.74, 3.76], [2.56, 0.09, 4.00], [0.05, -5.52, -1.00], [1.59, -4.73, -1.35], [0.08, -3.91, -1.74], [1.02, -6.09, 1.67], [1.27, -4.85, 2.90], [2.49, -5.11, 1.65], [-1.76, -4.76, 1.03], [-1.85, -3.02, 0.79], [-1.38, -3.66, 2.36], [3.99, 0.91, 0.08], [3.05, 0.64, -1.40], [4.79, 0.36, -1.39], [5.33, -1.34, 1.51], [5.97, -2.11, 0.07], [4.97, -3.04, 1.19], [3.10, -2.24, -2.68], [3.53, -3.64, -1.68], [4.79, -2.52, -2.21], [0.22, -3.16, 4.03], [-0.12, -1.50, 4.56], [1.09, -2.47, 5.41], [3.28, -3.79, 3.61], [3.74, -2.60, 4.82], [4.45, -2.52, 3.21], [1.74, 0.81, 3.98], [3.41, 0.52, 3.46], [2.86, -0.02, 5.04], [-2.45, 0.79, -0.88], [-2.59, 2.65, -1.36], [-3.23, 3.51, -0.47], [-3.39, 4.85, -0.79], [-2.91, 5.34, -2.00], [-2.29, 4.48, -2.89], [-2.13, 3.13, -2.58], [-3.61, 3.13, 0.47], [-3.89, 5.51, -0.09], [-3.03, 6.38, -2.25], [-1.93, 4.84, -3.84], [-1.67, 2.45, -3.28]],
  "total_charge": 0,
  "orbital_gap_ev": [6.9542, 5.9218],
  "relative_energy_ev": 0.140,
  "multiplicity": 5,
  "energy_ha": -8264.07512
}


{
  "formula": "C5H7NO",
  "method": "wB97M-V/def2-TZVPD",
  "elements": ["C", "C", "C", "C", "N", "O", "C", "H", "H", "H", "H", "H", "H", "H"],
  "xyz": [[-1.39, -0.79, -0.28], [-0.58, 1.10, -0.65], [-0.02, -0.22, -0.87], [1.17, -0.41, 0.05], [2.09, -1.27, -0.08], [1.10, 0.54, 1.01], [0.07, 1.49, 0.63], [-1.88, -0.17, 0.49], [-2.10, -0.91, -1.09], [-1.13, -1.74, 0.18], [0.10, -0.66, -1.86], [2.80, -1.14, 0.64], [-0.64, 1.59, 1.46], [0.54, 2.47, 0.47]],
  "total_charge": 0,
  "orbital_gap_ev": 9.5486,
  "relative_energy_ev": 3.835,
  "energy_ha": -324.58352
}